(P)
The following is a quantum chemistry calculation of an isolated molecule of C5H3N, from the OMol25 dataset.

Its orbital gap (alpha / beta) is 6.9 / 8.7 eV. The value obtained for the LUMO energy (alpha / beta) is -1.7 / -0.3 eV.

Last column: Mulliken charge in e.
Cartesian coordinates (Å):
1 C -0.933 0.033 -0.061  -0.04
2 C -0.115 -1.189 0.051  -0.28
3 C 1.718 1.149 -0.010  -0.07
4 C -0.360 1.208 -0.067  -0.66
5 C 1.161 -1.088 -0.005  0.19
6 N 1.998 -0.113 -0.071  -0.25
7 H -1.964 -0.086 -0.050  0.41
8 H -0.811 -2.066 0.092  0.28
9 H -0.695 2.152 0.120  0.41

=====

(Q)
The following is a quantum chemistry calculation of an isolated molecule of C5H3N, from the OMol25 dataset.

Its orbital gap is 9.5 eV. The value obtained for the LUMO energy is -0.5 eV. Its SMILES is C#C/C=C\C#N.

Last column: Mulliken charge in e.
Cartesian coordinates (Å):
1 C -0.151 -0.042 -0.073  -0.30
2 C -1.102 0.902 -0.164  -0.23
3 C -0.742 -2.546 -0.001  -0.22
4 C -0.386 -1.414 -0.085  -0.04
5 C -2.421 0.422 -0.060  0.20
6 N -3.506 0.211 0.145  -0.34
7 H 0.934 0.174 -0.144  0.30
8 H -0.979 2.040 0.058  0.29
9 H 0.124 -3.061 0.187  0.34

=====

(R)
The following is a quantum chemistry calculation of an isolated molecule of C5H3N, from the OMol25 dataset.

Its orbital gap (alpha / beta) is 8.3 / 8.3 eV. The value obtained for the LUMO energy (alpha / beta) is -0.2 / -0.2 eV. Its SMILES is C1=C2C3=N[C@@]23C1.

Last column: Mulliken charge in e.
Cartesian coordinates (Å):
1 C 0.599 -0.947 0.167  -0.54
2 C -0.756 -1.084 0.126  0.46
3 C -1.890 -0.497 -0.481  -0.60
4 C 0.701 0.514 -0.204  -0.26
5 C -0.779 0.669 -0.136  0.51
6 N -1.932 0.952 0.341  -0.35
7 H 1.387 -1.386 0.824  0.30
8 H 1.392 1.080 0.491  0.24
9 H 1.278 0.698 -1.127  0.24

=====

(S)
The following is a quantum chemistry calculation of an isolated molecule of C5H3N, from the OMol25 dataset.

Its orbital gap is 8.4 eV. The value obtained for the LUMO energy is -1.9 eV.

Last column: Mulliken charge in e.
Cartesian coordinates (Å):
1 C -0.897 0.564 0.080  -0.22
2 C -1.250 -0.208 -0.941  0.10
3 C -1.035 -0.865 -2.006  -0.33
4 C 0.346 0.025 0.887  -0.25
5 C 1.214 -0.503 -0.121  0.19
6 N 1.866 -0.640 -1.045  -0.37
7 H -1.441 1.480 0.248  0.36
8 H 0.974 0.860 1.221  0.22
9 H 0.223 -0.713 1.677  0.29

=====

(Q) takes first place; second place is 29.2 kcal/mol up.

=====

(P)
The following is a quantum chemistry calculation of an isolated molecule of C21H20N4O2S, from the OMol25 dataset.

Its orbital gap is 7.0 eV. The value obtained for the LUMO energy is -0.5 eV. Its SMILES is CS(=O)(=O)N1CC=C(c2cc3c(-c4ccc(CC#N)cc4)cc[nH]c-3n2)CC1.

Last column: Mulliken charge in e.
Cartesian coordinates (Å):
1 N 0.614 5.115 -4.841  -0.43
2 O -6.383 0.063 3.180  -0.65
3 O -5.518 2.329 2.929  -0.64
4 C 1.614 4.513 -4.953  0.34
5 N -0.558 -2.788 -0.131  -0.83
6 C 0.437 -2.839 -0.994  -0.98
7 C -0.193 -0.703 -0.927  -0.93
8 C 2.440 -2.586 -2.946  -0.70
9 C -0.942 -1.473 -0.054  0.24
10 C 0.778 -1.542 -1.538  0.54
11 C 1.755 -1.373 -2.469  1.21
12 C 2.113 -3.846 -2.423  -0.53
13 C -2.531 0.385 0.448  -0.87
14 C -2.080 -0.935 0.706  0.86
15 C 2.258 1.089 -2.241  -0.61
16 C 2.179 0.073 -4.475  -0.93
17 C 2.542 2.313 -2.840  -0.43
18 C 2.496 1.309 -5.043  -0.55
19 C 2.057 -0.049 -3.056  0.40
20 C 2.643 2.450 -4.249  0.66
21 N 1.112 -3.961 -1.434  0.05
22 N -3.878 0.249 2.509  -0.04
23 C 2.893 3.790 -4.914  -0.86
24 C -3.588 1.037 1.264  -0.74
25 C -2.792 -1.782 1.705  -0.38
26 C -4.051 -1.200 2.325  -0.82
27 C -4.716 0.807 5.131  -0.93
28 S -5.238 0.954 3.368  1.07
29 H -0.217 0.351 -1.095  0.53
30 H 3.202 -2.577 -3.710  0.48
31 H 2.620 -4.689 -2.859  0.38
32 H -2.076 1.032 -0.344  0.26
33 H 2.195 1.046 -1.161  0.54
34 H 2.071 -0.768 -5.149  0.45
35 H 2.716 3.144 -2.172  0.36
36 H 2.639 1.374 -6.117  0.32
37 H 0.885 -4.890 -1.021  0.29
38 H 3.257 3.675 -5.909  0.37
39 H 3.609 4.355 -4.314  0.33
40 H -3.317 2.038 1.551  0.48
41 H -4.475 1.103 0.651  0.38
42 H -2.105 -1.992 2.543  0.25
43 H -3.018 -2.743 1.190  0.32
44 H -4.271 -1.631 3.304  0.42
45 H -4.890 -1.427 1.653  0.33
46 H -5.592 0.850 5.762  0.37
47 H -4.121 1.670 5.335  0.33
48 H -4.168 -0.122 5.288  0.31

=====

(Q)
The following is a quantum chemistry calculation of an isolated molecule of C21H20N4O2S, from the OMol25 dataset.

Its orbital gap is 8.0 eV. The value obtained for the LUMO energy is 0.1 eV. Its SMILES is Cc1cc2nc(-c3cccnc3SCC(=O)NCc3ccco3)[nH]c2cc1C.

Last column: Mulliken charge in e.
Cartesian coordinates (Å):
1 O 4.160 -0.048 -3.947  -0.63
2 N -0.714 0.341 2.671  -0.65
3 N 1.921 2.135 -1.046  -0.50
4 O -0.543 0.895 -4.317  -0.37
5 S 2.171 -0.457 -0.732  -0.27
6 C 3.286 0.277 -3.166  0.48
7 C 0.165 0.103 1.702  0.51
8 C -1.610 1.699 -4.144  -0.35
9 C -1.437 2.856 -4.755  -0.46
10 C -0.035 2.931 -5.343  -0.68
11 C 0.414 1.681 -4.930  0.44
12 C 1.319 3.333 -0.826  -0.41
13 C 1.528 1.108 -0.312  0.67
14 C 0.415 3.605 0.202  -0.67
15 C 0.040 2.538 1.039  -0.28
16 C -1.847 -1.129 4.040  -0.29
17 C -0.734 -3.299 2.695  -1.19
18 C -1.021 -0.899 3.046  0.58
19 C 0.590 1.266 0.866  -0.23
20 C -0.339 -1.937 2.395  -0.21
21 C -2.159 -2.401 4.535  0.61
22 C -1.671 -3.485 3.726  1.07
23 N 0.404 -1.226 1.504  0.03
24 N 2.339 1.192 -3.646  -0.01
25 C 3.648 0.098 -1.714  -0.40
26 C -3.096 -2.579 5.701  -1.47
27 C -2.104 -4.912 3.888  -1.48
28 C 1.847 1.356 -5.050  -0.53
29 H -2.670 1.629 -3.822  0.37
30 H -2.075 3.700 -4.736  0.42
31 H 0.533 3.644 -5.870  0.48
32 H 1.650 4.170 -1.447  0.38
33 H 0.088 4.642 0.223  0.38
34 H -0.755 2.760 1.813  0.37
35 H -2.151 -0.253 4.576  0.45
36 H -0.295 -3.993 1.949  0.23
37 H 0.819 -1.686 0.657  0.19
38 H 1.639 1.336 -2.971  0.10
39 H 4.383 -0.713 -1.681  0.33
40 H 4.143 0.951 -1.305  0.36
41 H -3.725 -3.482 5.593  0.35
42 H -3.740 -1.745 5.742  0.40
43 H -2.545 -2.717 6.673  0.26
44 H -1.712 -5.655 3.131  0.31
45 H -3.196 -4.872 3.768  0.37
46 H -1.565 -5.231 4.853  0.27
47 H 2.341 2.082 -5.694  0.35
48 H 1.896 0.389 -5.538  0.29

=====

(P) takes first place; second place is 23.7 kcal/mol up.

=====

(P)
The following is a quantum chemistry calculation of the ion C7H10N with charge +1, from the OMol25 dataset.

Its orbital gap (alpha / beta) is 5.2 / 5.2 eV. The value obtained for the LUMO energy (alpha / beta) is -6.4 / -6.4 eV. Its net charge is +1.

Last column: Mulliken charge in e.
Cartesian coordinates (Å):
1 C -3.572 -0.468 -0.426  0.13
2 C -1.123 -1.164 0.201  -0.59
3 C -3.590 -0.203 0.862  -1.03
4 C 0.137 -1.061 -0.061  0.23
5 C -2.228 -0.183 0.146  0.26
6 C 2.211 0.097 0.678  -1.13
7 C 1.527 -0.912 -0.260  -0.16
8 N -1.675 1.234 -0.130  -0.33
9 H -3.993 -0.733 -1.366  0.40
10 H -1.498 -2.151 0.478  0.46
11 H 1.912 1.113 0.430  0.34
12 H 3.287 0.026 0.562  0.36
13 H 1.961 -0.104 1.717  0.37
14 H 1.961 -1.907 -0.064  0.33
15 H 1.756 -0.700 -1.313  0.30
16 H -0.955 1.472 0.563  0.33
17 H -2.467 1.883 -0.018  0.40
18 H -1.287 1.340 -1.077  0.34

=====

(Q)
The following is a quantum chemistry calculation of the ion C7H10N with charge +1, from the OMol25 dataset.

Its orbital gap is 8.7 eV. The value obtained for the LUMO energy is -4.6 eV. Its net charge is +1.

Last column: Mulliken charge in e.
Cartesian coordinates (Å):
1 C 1.132 0.379 0.505  -0.39
2 C 0.480 0.140 -0.677  0.33
3 C 2.507 -2.058 -0.951  -0.15
4 C 0.784 -0.471 -1.901  -0.44
5 C -0.207 0.251 0.609  0.47
6 C -2.340 1.697 1.284  -1.16
7 C -1.541 0.330 1.237  -0.53
8 N 1.531 -1.620 -1.615  -0.32
9 H 2.102 0.351 0.968  0.42
10 H 2.761 -3.063 -1.078  0.31
11 H 3.114 -1.384 -0.272  0.12
12 H -0.085 -0.660 -2.543  0.30
13 H 1.425 0.201 -2.395  0.34
14 H -1.872 2.435 1.931  0.36
15 H -3.338 1.486 1.567  0.37
16 H -2.511 2.081 0.264  0.36
17 H -2.314 -0.241 0.738  0.34
18 H -1.629 0.147 2.331  0.28

=====

(Q) takes first place; second place is 59.5 kcal/mol up.